No. 1
This record from the OMol25 dataset describes C3H5ErLiO3 as an isolated structure. The level of theory is ωB97M-V/def2-TZVPD.

Positions of all 13 atoms, in Å:
Er: 0.889 -1.495 1.849
O: 1.173 0.418 0.976
O: -0.820 -0.524 -1.263
O: -0.157 -2.167 0.123
C: 0.317 1.177 0.155
C: -0.621 -1.754 -0.946
C: -0.980 0.506 -0.250
Li: 2.709 1.354 1.316
H: -1.527 0.085 0.606
H: -0.207 -2.431 -1.745
H: 0.005 2.099 0.677
H: -1.625 1.245 -0.735
H: 0.844 1.487 -0.765

Summary:
Energy relative to the best compared isomer or geometry (same formula, charge and spin): 0.000 eV
LUMO energy (spin up / spin down): -14.85 / -14.77 eV
Frontier orbital gap (spin up / spin down): 0.33493 / 0.33799 Eh
Charge: +3
2S+1: 4
E_HOMO (spin up / spin down): -23.96 / -23.97 eV

No. 2
This record from the OMol25 dataset describes C3H5EuMgO3 as an isolated structure. The level of theory is ωB97M-V/def2-TZVPD.

Positions of all 13 atoms, in Å:
Eu: -0.778 -1.163 -0.441
Mg: -1.850 -4.561 1.028
O: -1.220 -2.743 1.202
O: -0.201 1.963 -0.206
O: 0.718 -0.433 -1.770
C: -0.525 0.947 0.797
C: 0.953 1.818 -0.928
C: 1.342 0.731 -1.634
H: -1.183 -2.331 2.120
H: 1.629 2.676 -0.862
H: 2.331 0.817 -2.112
H: 0.262 0.977 1.578
H: -1.477 1.302 1.228

Summary:
LUMO energy (spin up / spin down): -0.79 / -2.54 eV
Frontier orbital gap (spin up / spin down): 0.18847 / 0.12295 Eh
Charge: 0
2S+1: 9
E_HOMO (spin up / spin down): -5.91 / -5.88 eV

No. 3
This record from the OMol25 dataset describes a 2-piece molecular cluster, C3H5F overall. The level of theory is ωB97M-V/def2-TZVPD.

Positions of all 9 atoms, in Å:
F: -1.795 0.988 -0.036
C: -0.886 0.034 0.091
C: 1.515 0.984 0.024
C: -1.102 -1.263 0.000
H: 1.774 0.734 -1.028
H: -0.425 -2.068 0.061
H: 1.645 0.356 0.774
H: 1.301 1.994 0.216
H: -2.026 -1.759 -0.103

Summary:
Energy relative to the best compared isomer or geometry (same formula, charge and spin): 0.577 eV
LUMO energy (spin up / spin down): 1.15 / -1.57 eV
Frontier orbital gap (spin up / spin down): 0.32410 / 0.31138 Eh
Charge: 0
2S+1: 3
E_HOMO (spin up / spin down): -7.67 / -10.05 eV

No. 4
This record from the OMol25 dataset describes a 2-piece molecular cluster, C3H5F2IO overall. The level of theory is ωB97M-V/def2-TZVPD.

Positions of all 12 atoms, in Å:
I: 2.449 -1.162 -0.350
F: 2.919 1.902 -0.829
F: 1.553 1.557 0.758
O: -0.673 -1.857 0.937
C: 1.756 1.213 -0.545
C: -1.406 -1.125 0.288
C: -1.356 0.270 0.075
H: 0.899 -1.206 0.012
H: -1.023 0.553 -0.846
H: -0.719 0.830 0.766
H: -2.149 -1.670 -0.262
H: -2.250 0.696 -0.003

Summary:
Energy relative to the best compared isomer or geometry (same formula, charge and spin): 3.397 eV
LUMO energy: 0.08 eV
Frontier orbital gap: 0.33302 Eh
Charge: 0
E_HOMO: -8.98 eV

No. 5
This record from the OMol25 dataset describes an isolated ion of composition C3H5F2N2 and charge +1. The level of theory is ωB97M-V/def2-TZVPD.

Positions of all 12 atoms, in Å:
F: -2.745 0.127 -0.080
F: 1.261 1.419 0.857
N: -0.315 1.065 -0.833
N: -0.752 -0.993 0.405
C: 0.932 0.672 -0.176
C: 0.745 -0.880 0.162
C: -1.482 0.001 -0.009
H: 1.036 -1.350 -0.810
H: -1.101 -1.604 1.171
H: 1.814 0.667 -0.996
H: -0.563 2.014 -0.828
H: 1.169 -1.138 1.136

Summary:
Energy relative to the best compared isomer or geometry (same formula, charge and spin): 0.551 eV
LUMO energy (spin up / spin down): -4.02 / -9.23 eV
Frontier orbital gap (spin up / spin down): 0.27515 / 0.26107 Eh
Charge: +1
2S+1: 3
E_HOMO (spin up / spin down): -11.50 / -16.34 eV

No. 6
This record from the OMol25 dataset describes an isolated molecule of C3H5F2N3. The level of theory is ωB97M-V/def2-TZVPD.

Positions of all 13 atoms, in Å:
F: -1.051 1.669 -0.344
F: -2.945 0.042 0.697
N: 0.788 0.210 -0.717
N: 0.163 -1.123 -0.707
N: -1.017 -0.665 -0.116
C: -0.375 0.614 0.134
C: -2.292 -0.907 0.005
C: 2.151 0.275 -0.011
H: 2.064 0.406 1.020
H: 0.008 0.796 1.089
H: 2.597 1.191 -0.492
H: 2.617 -0.621 -0.384
H: -2.709 -1.887 -0.174

Summary:
Energy relative to the best compared isomer or geometry (same formula, charge and spin): 0.143 eV
LUMO energy (spin up / spin down): 1.04 / -0.57 eV
Frontier orbital gap (spin up / spin down): 0.25598 / 0.38171 Eh
Charge: 0
2S+1: 3
E_HOMO (spin up / spin down): -5.92 / -10.96 eV